99
Properties=species:S:1:pos:R:3 method="wB97M-V/def2-TZVPD" energy_ev=-70713.59473 e_lumo_ev=0.030 smiles="C[C@H]1COC(=O)O1.C[C@H]1COC(=O)O1.C[C@H]1COC(=O)O1.COC(=O)OC.COC(=O)OC.COC(=O)OC.CCCC#N.CCCC#N" total_charge=0 de_lowest_kcal_mol=0.0 orbital_gap_ev=10.19 spin_multiplicity=1 homo_ev=-10.16
C 7.529 18.037 -4.057
C 7.179 19.545 -4.308
C 7.011 19.909 -5.782
O 6.040 20.962 -5.673
C 5.373 20.847 -4.514
O 4.356 21.451 -4.264
O 5.984 19.962 -3.741
H 8.351 17.737 -4.680
H 6.790 17.304 -4.355
H 7.861 17.856 -2.995
H 8.040 20.065 -3.842
H 6.450 19.106 -6.267
H 7.846 20.155 -6.343
C 4.725 15.829 -14.929
C 4.680 15.921 -13.402
C 5.931 15.900 -12.548
O 5.773 16.967 -11.689
C 4.780 17.701 -12.045
O 4.477 18.791 -11.565
O 4.109 17.174 -13.016
H 5.526 16.484 -15.312
H 3.775 16.121 -15.379
H 4.957 14.755 -15.160
H 4.027 15.128 -13.047
H 6.832 16.051 -13.149
H 6.078 14.899 -12.027
C 7.430 15.014 -6.401
C 8.237 14.088 -5.469
C 9.751 14.250 -5.509
O 9.966 15.041 -4.330
C 8.967 14.921 -3.540
O 8.975 15.341 -2.392
O 7.972 14.321 -4.091
H 6.393 14.893 -6.197
H 7.630 14.720 -7.446
H 7.695 16.026 -6.257
H 8.101 13.028 -5.707
H 10.032 14.681 -6.453
H 10.164 13.223 -5.473
C 13.399 14.691 -7.362
O 14.192 14.368 -6.255
C 14.322 15.186 -5.227
O 13.320 16.194 -5.006
O 15.278 14.930 -4.357
C 15.325 15.602 -3.069
H 12.551 14.010 -7.491
H 13.883 14.568 -8.355
H 12.898 15.604 -7.330
H 14.350 15.397 -2.645
H 15.474 16.639 -3.130
H 16.110 15.213 -2.447
C 3.658 17.271 -3.734
O 3.500 18.136 -4.854
C 4.151 17.918 -6.041
O 4.885 16.716 -6.153
O 4.046 18.752 -7.026
C 4.621 18.408 -8.303
H 2.847 16.561 -3.739
H 3.672 17.768 -2.748
H 4.621 16.782 -3.820
H 4.249 17.428 -8.511
H 5.699 18.484 -8.245
H 4.291 19.133 -9.059
C 7.907 17.239 -9.204
O 8.369 17.980 -8.145
C 9.467 17.666 -7.627
O 10.274 16.601 -8.039
O 9.726 18.530 -6.670
C 10.899 18.399 -5.904
H 8.606 16.848 -9.968
H 7.075 17.670 -9.790
H 7.377 16.414 -8.793
H 11.852 18.368 -6.508
H 10.847 17.602 -5.179
H 11.044 19.224 -5.301
C 3.069 14.535 -10.059
C 3.754 14.242 -8.753
C 5.184 13.779 -9.020
C 5.586 12.678 -8.115
N 5.927 11.845 -7.368
H 2.175 15.147 -10.016
H 2.849 13.658 -10.718
H 3.704 15.183 -10.651
H 3.074 13.474 -8.339
H 3.632 15.143 -8.197
H 5.931 14.560 -8.989
H 5.339 13.393 -10.001
C 12.357 17.549 0.358
C 11.967 16.560 -0.694
C 12.000 17.121 -2.065
C 10.974 18.177 -2.321
N 10.137 18.925 -2.577
H 13.427 17.907 0.184
H 12.305 17.054 1.327
H 11.720 18.445 0.405
H 10.919 16.216 -0.508
H 12.596 15.696 -0.794
H 11.798 16.278 -2.781
H 12.966 17.667 -2.348